(a)
ORCA calculation (ωB97M-V/def2-TZVPD) on C41H43F6N11O4Pb as an isolated structure.

```
106
Properties=species:S:1:pos:R:3:lowdin_charge:R:1
Pb 0.3194 -1.1902 0.5108 1.44
O 3.0345 2.6629 1.9223 0.05
C 4.0106 1.9737 2.5513 -0.27
C 5.2047 2.6365 2.8263 -0.02
C 6.2395 1.9692 3.4517 -0.08
C 6.1038 0.6323 3.8205 -0.09
C 4.9170 -0.0238 3.5630 -0.03
C 3.8539 0.6297 2.9329 -0.10
C 2.5939 -0.0949 2.6348 -0.45
O 1.7373 0.4579 1.8487 -0.21
N 2.4471 -1.2772 3.2086 0.05
N 1.3124 -1.8900 2.8073 -0.09
C 0.8932 -2.8359 3.5582 -0.09
C -0.3728 -3.5418 3.3333 -0.30
C -0.6434 -4.7115 4.0441 -0.02
C -1.8481 -5.3587 3.8454 -0.06
C -2.7603 -4.8193 2.9504 -0.06
C -2.4088 -3.6537 2.2878 -0.14
N -1.2527 -3.0278 2.4689 0.07
H 2.2977 2.0199 1.8054 0.05
H 5.2980 3.6746 2.5330 0.12
H 7.1659 2.4946 3.6520 0.10
H 6.9218 0.1121 4.3027 0.10
H 4.7814 -1.0618 3.8351 0.11
H 1.4757 -3.1110 4.4367 0.13
H 0.0941 -5.1031 4.7343 0.12
H -2.0747 -6.2738 4.3769 0.11
H -3.7212 -5.2863 2.7782 0.10
H -3.0904 -3.1918 1.5785 0.10
N -0.2797 -0.8453 -2.4805 -0.02
C -0.1215 0.5338 -2.9544 -0.26
C 1.0069 1.2238 -2.2045 -0.25
N 0.8102 1.1318 -0.7583 -0.05
H 0.6215 -1.3235 -2.4475 0.04
H -0.8954 -1.3748 -3.0853 0.06
H -1.0568 1.0786 -2.7795 0.10
H 0.0968 0.6003 -4.0249 0.11
H 1.0881 2.2582 -2.5542 0.11
H 1.9378 0.7181 -2.4599 0.09
H -0.0449 1.5979 -0.4612 0.03
H 1.5886 1.5297 -0.2459 0.06
N 2.6493 -7.7670 0.9309 0.17
C 2.0146 -6.9799 0.3836 -0.18
C 1.1897 -6.0126 -0.2864 -0.21
C 0.7911 -6.1965 -1.6056 0.00
C -0.0363 -5.2509 -2.1812 -0.03
C -0.4295 -4.1602 -1.4239 -0.14
N -0.0203 -3.9615 -0.1697 0.03
C 0.7748 -4.8671 0.3839 -0.09
H 1.1343 -7.0607 -2.1588 0.13
H -0.3671 -5.3557 -3.2061 0.11
H -1.1003 -3.4051 -1.8231 0.07
H 1.1133 -4.6776 1.3971 0.12
C -0.1466 5.6902 -1.8990 -0.07
C -1.6697 5.6479 -1.9683 -0.20
N -2.3271 6.3145 -0.8479 -0.05
C -2.2691 7.7773 -0.8071 -0.20
C -1.3102 8.3037 0.2560 -0.07
C -3.0897 5.7081 0.1004 -0.42
O -3.7316 6.3408 0.9259 0.07
C -3.1266 4.2056 0.1303 -0.12
C -4.3401 3.5411 0.0433 0.01
C -4.3578 2.1585 0.1187 -0.05
C -3.1557 1.4882 0.2777 -0.14
N -1.9839 2.1162 0.3865 0.07
C -1.9812 3.4460 0.3294 -0.08
H 0.2771 5.1182 -2.7273 0.07
H 0.2183 5.2640 -0.9628 0.07
H 0.2243 6.7135 -1.9755 0.07
H -2.0124 4.6186 -2.0215 0.11
H -1.9998 6.1387 -2.8874 0.12
H -3.2707 8.1493 -0.5987 0.12
H -1.9741 8.1192 -1.7995 0.12
H -1.6337 7.9628 1.2391 0.07
H -1.3095 9.3949 0.2532 0.08
H -0.2917 7.9548 0.0811 0.06
H -5.2551 4.1067 -0.0837 0.13
H -5.2896 1.6118 0.0530 0.10
H -3.1175 0.4039 0.3257 0.10
H -1.0136 3.9260 0.4513 0.12
N -5.5275 1.6638 -3.1847 0.18
C -5.2813 0.6152 -2.7823 -0.19
C -4.9448 -0.6893 -2.2803 -0.21
C -5.9095 -1.6642 -2.0505 -0.01
C -5.5038 -2.8906 -1.5571 -0.04
C -4.1533 -3.0976 -1.3151 -0.13
N -3.2220 -2.1676 -1.5323 0.08
C -3.6111 -0.9911 -2.0042 -0.10
H -6.9523 -1.4602 -2.2560 0.13
H -6.2221 -3.6744 -1.3587 0.11
H -3.7950 -4.0472 -0.9305 0.11
H -2.8354 -0.2466 -2.1606 0.10
C 3.9847 -0.6428 -0.5581 0.04
C 3.3185 -1.9455 -1.0086 -0.46
O 1.9620 -2.0036 -0.8714 -0.35
C 3.9760 -3.1045 -0.2114 -0.54
F 5.3155 -3.0130 -0.1418 0.15
F 3.6872 -4.3151 -0.7265 0.15
F 3.5111 -3.0923 1.0517 0.14
C 3.6236 -2.1499 -2.5205 -0.55
F 2.9333 -3.1696 -3.0527 0.15
F 3.2595 -1.0430 -3.2148 0.12
F 4.9244 -2.3625 -2.7817 0.16
H 3.8514 -0.5307 0.5147 0.08
H 3.5032 0.1931 -1.0613 0.08
H 5.0500 -0.6359 -0.7823 0.10
```

The HOMO-LUMO gap comes out at 7.2 eV. Its charge is 0.

(b)
ORCA calculation (ωB97M-V/def2-TZVPD) on C41H43F6N11O4Pb as an isolated structure.

```
106
Properties=species:S:1:pos:R:3:lowdin_charge:R:1
Pb 0.6333 0.0266 1.0315 1.50
O 5.7918 -1.1538 -0.9373 0.04
C 5.2009 -0.7108 -2.0586 -0.27
C 5.7630 -1.0908 -3.2786 -0.02
C 5.2173 -0.6501 -4.4682 -0.08
C 4.0970 0.1807 -4.4722 -0.09
C 3.5265 0.5435 -3.2682 -0.04
C 4.0530 0.1043 -2.0502 -0.08
C 3.3207 0.4573 -0.8032 -0.46
O 2.1741 0.9713 -0.8789 -0.17
N 3.9566 0.1748 0.3527 0.02
N 3.1349 0.3843 1.4040 -0.10
C 3.6082 0.5295 2.5763 -0.08
C 2.6922 0.9028 3.6688 -0.27
C 3.1759 1.1147 4.9536 -0.02
C 2.3106 1.5722 5.9324 -0.05
C 0.9857 1.8036 5.6027 -0.05
C 0.5787 1.5468 4.3050 -0.13
N 1.4045 1.1109 3.3574 0.03
H 5.3393 -0.6960 -0.1835 0.06
H 6.6402 -1.7274 -3.2609 0.12
H 5.6745 -0.9481 -5.4054 0.10
H 3.6775 0.5354 -5.4058 0.10
H 2.6472 1.1741 -3.2374 0.11
H 4.6799 0.4782 2.7707 0.13
H 4.2197 0.9209 5.1683 0.12
H 2.6642 1.7470 6.9404 0.11
H 0.2776 2.1622 6.3377 0.11
H -0.4545 1.7014 4.0045 0.10
N -2.6189 0.3026 2.9670 0.02
C -3.6350 -0.4262 2.1953 -0.26
C -3.2277 -0.6194 0.7459 -0.28
N -1.9899 -1.4011 0.5714 -0.02
H -2.9441 0.3971 3.9197 0.07
H -1.7887 -0.2930 3.0403 0.02
H -4.5609 0.1535 2.1968 0.11
H -3.8558 -1.4056 2.6321 0.11
H -3.0703 0.3674 0.2941 0.07
H -4.0753 -1.0822 0.2321 0.11
H -2.1113 -2.1303 -0.1204 0.07
H -1.6928 -1.8483 1.4415 0.02
N 6.0608 -4.6034 0.9736 0.18
C 5.0311 -4.2637 0.5900 -0.17
C 3.7276 -3.8719 0.1234 -0.19
C 3.0843 -4.5816 -0.8846 0.01
C 1.8072 -4.2005 -1.2480 -0.03
C 1.2381 -3.1060 -0.6188 -0.14
N 1.8687 -2.3899 0.3140 0.03
C 3.0810 -2.7835 0.6944 -0.10
H 3.5821 -5.4128 -1.3661 0.13
H 1.2559 -4.7423 -2.0062 0.11
H 0.2318 -2.7769 -0.8617 0.10
H 3.5502 -2.2309 1.4986 0.12
C -4.8062 3.9767 -3.9137 -0.07
C -5.1399 2.5144 -4.1913 -0.20
N -4.1717 1.5850 -3.5994 -0.05
C -4.6143 0.8334 -2.4316 -0.20
C -4.8652 1.7256 -1.2199 -0.07
C -2.9958 1.4325 -4.2685 -0.41
O -2.7876 2.0107 -5.3275 0.07
C -1.8983 0.5534 -3.7260 -0.10
C -1.1721 -0.1894 -4.6504 0.00
C -0.0213 -0.8379 -4.2443 -0.03
C 0.3785 -0.7107 -2.9214 -0.15
N -0.3210 -0.0347 -2.0121 0.06
C -1.4309 0.5870 -2.4189 -0.09
H -5.5688 4.6256 -4.3506 0.08
H -3.8442 4.2261 -4.3603 0.07
H -4.7573 4.1739 -2.8402 0.06
H -5.1471 2.3502 -5.2667 0.12
H -6.1226 2.2586 -3.7940 0.12
H -3.8790 0.0709 -2.1949 0.10
H -5.5420 0.3170 -2.6926 0.12
H -3.9638 2.2881 -0.9602 0.06
H -5.1582 1.1195 -0.3607 0.06
H -5.6680 2.4385 -1.4184 0.07
H -1.4994 -0.2103 -5.6824 0.13
H 0.5838 -1.3970 -4.9471 0.11
H 1.3198 -1.1334 -2.5898 0.10
H -1.9453 1.1742 -1.6598 0.10
N 0.3044 5.5187 -3.0686 0.17
C -0.1340 4.9955 -2.1430 -0.17
C -0.6984 4.3469 -0.9879 -0.20
C -1.8000 4.8853 -0.3304 -0.01
C -2.3177 4.2072 0.7565 -0.05
C -1.7280 3.0146 1.1504 -0.13
N -0.6583 2.5040 0.5283 0.01
C -0.1484 3.1581 -0.5174 -0.09
H -2.2361 5.8152 -0.6710 0.13
H -3.1754 4.5906 1.2945 0.11
H -2.1277 2.4199 1.9675 0.08
H 0.7178 2.7079 -0.9974 0.10
C 0.7142 -4.0050 2.8751 0.02
C 0.1551 -2.7753 3.6112 -0.49
O -0.1045 -1.6821 2.8402 -0.34
C 1.1819 -2.4181 4.7201 -0.54
F 1.4048 -3.4112 5.6038 0.15
F 0.8176 -1.3346 5.4249 0.15
F 2.3792 -2.1280 4.1482 0.12
C -1.1640 -3.2569 4.2908 -0.54
F -1.7366 -2.3009 5.0485 0.14
F -2.0572 -3.5882 3.3238 0.12
F -1.0375 -4.3443 5.0727 0.14
H 1.6936 -3.7672 2.4760 0.06
H 0.0463 -4.2622 2.0529 0.09
H 0.8082 -4.8545 3.5500 0.10
```

The HOMO-LUMO gap comes out at 7.8 eV. Its charge is 0.

Name the least stable of them. (a).

(a)
ORCA calculation (ωB97M-V/def2-TZVPD) on one molecule with the formula C3H3IO2.

```
9
Properties=species:S:1:pos:R:3:nbo_charge:R:1
C 0.5330 0.8548 -2.1543 0.47
C -0.5314 0.3377 0.2854 -0.12
C 0.6828 0.3846 -0.5913 -0.02
O 1.0954 0.5291 -3.1059 -0.48
O 0.5415 1.2663 0.3776 -0.43
I -0.7916 2.5430 -2.3422 -0.04
H -1.3731 0.6437 -0.3137 0.20
H -0.6690 -0.4264 1.1237 0.21
H 1.3526 -0.5076 -0.7119 0.20
```

The HOMO-LUMO gap comes out at 10.1 eV. The SMILES is O=C(I)[C@@H]1CO1. Its charge is 0.

(b)
ORCA calculation (ωB97M-V/def2-TZVPD) on a 2-piece molecular cluster, C3H3IO2 overall.

```
9
Properties=species:S:1:pos:R:3:nbo_charge:R:1
C 0.8034 1.2237 1.6780 0.65
C 1.2805 -0.6151 -0.0565 -0.06
C 1.2339 0.7058 0.5608 -0.11
O 0.7045 1.7564 2.7053 -0.42
O 0.6882 0.4839 -0.7206 -0.42
I 2.5227 2.8133 -3.0203 -0.09
H 2.2397 -1.0298 -0.3477 0.18
H 0.6588 -1.4034 0.0378 0.18
H 2.6273 3.9616 -1.9579 0.09
```

The HOMO-LUMO gap comes out at 9.2 eV. The SMILES is O=C=C1CO1.I. Its charge is 0.

(c)
ORCA calculation (ωB97M-V/def2-TZVPD) on one molecule with the formula C3H3IO2.

```
9
Properties=species:S:1:pos:R:3:nbo_charge:R:1
C 1.2413 2.0518 0.5854 -0.12
C 0.7904 1.0306 0.1472 -0.11
C 0.3090 -0.2109 -0.3334 -0.11
O -1.8158 -1.4456 -0.6143 -0.46
O -1.3216 -0.3034 0.0230 -0.29
I 1.2126 -1.9092 0.6219 0.14
H 1.6395 2.9619 0.9217 0.24
H 0.3433 -0.3441 -1.4082 0.24
H -2.3986 -1.8312 0.0567 0.47
```

The HOMO-LUMO gap comes out at 9.7 eV. The SMILES is C#C[C@@H](I)OO. Its charge is 0.

(d)
ORCA calculation (ωB97M-V/def2-TZVPD) on a 2-piece molecular cluster, C3H3IO2 overall.

```
9
Properties=species:S:1:pos:R:3:nbo_charge:R:1
C -0.4323 1.2726 0.6464 0.64
C 0.9631 -2.0712 0.3902 0.46
C -1.2248 0.6136 -0.4043 -0.78
O 0.6944 1.3801 0.9698 -0.44
O 1.7375 -2.9118 0.5288 -0.51
I 2.5912 0.3604 -0.1695 -0.17
H -0.6401 -0.2873 -0.9096 0.28
H -1.6393 1.4024 -1.1332 0.28
H -2.0495 0.2411 0.0814 0.25
```

The HOMO-LUMO gap (alpha / beta) comes out at 6.9 / 8.4 eV. Its charge is 0.

Name the least stable of them. (c).

(a)
ORCA calculation (ωB97M-V/def2-TZVPD) on one molecule with the formula C4H9OPS.

```
16
Properties=species:S:1:pos:R:3:nbo_charge:R:1
C -0.7904 0.4601 -0.0204 -0.40
C -0.4301 -1.0029 0.2949 -0.39
C 0.1558 1.5121 0.6172 -0.73
C 1.0344 -1.3256 -0.2325 -0.63
O 3.5963 -0.7563 -0.2916 -0.98
P 1.7981 1.7373 -0.1845 0.39
S 2.4648 -0.4448 0.5277 1.06
H -0.7220 0.4937 -1.0242 0.20
H -1.8506 0.4559 0.4185 0.21
H -0.5039 -1.2255 1.4136 0.20
H -0.9498 -1.7709 -0.2275 0.22
H -0.5152 2.3309 0.5929 0.24
H 0.5502 1.3203 1.7056 0.23
H 1.0795 -2.4391 -0.2330 0.23
H 1.1838 -1.1423 -1.2270 0.21
H 1.4135 1.3120 -1.3857 -0.07
```

The HOMO-LUMO gap comes out at 8.9 eV. The SMILES is O=S1#[PH]CCCC1. Its charge is 0.

(b)
ORCA calculation (ωB97M-V/def2-TZVPD) on one molecule with the formula C4H9OPS.

```
16
Properties=species:S:1:pos:R:3:nbo_charge:R:1
C 1.1691 -0.4014 0.0572 -0.40
C 0.7775 1.0394 0.3139 -0.43
C 0.2779 -1.5646 0.6104 -0.72
C -0.4692 1.2296 -0.4508 -0.62
O -3.0953 0.7397 -0.2609 -0.98
P -1.3425 -1.5984 -0.2779 0.41
S -1.8339 0.4221 0.4618 1.01
H 1.2840 -0.4083 -1.0678 0.20
H 2.1357 -0.5373 0.4191 0.21
H 0.5170 1.2705 1.3341 0.20
H 1.6237 1.5963 0.0048 0.22
H 0.7564 -2.6152 0.2753 0.24
H 0.0819 -1.5872 1.6632 0.24
H -0.7731 2.2903 -0.1004 0.23
H -0.2594 1.1433 -1.5891 0.24
H -0.8498 -1.0186 -1.3931 -0.05
```

The HOMO-LUMO gap comes out at 9.4 eV. The SMILES is O=S1#[PH]CCCC1. Its charge is 0.

Name the least stable of them. (a).